# 1
A structure of composition C24H46BrClIrN7O2PS in a non-equilibrium geometry. Source: OMol25; level of theory: ωB97M-V/def2-TZVPD.

```
84
C24H46BrClIrN7O2PS ωB97M-V/def2-TZVPD
Ir -1.068 -1.514 -1.458
C 2.911 -0.980 5.014
C 3.789 -0.968 3.762
C 4.643 0.308 3.773
C 4.717 -2.196 3.810
C 2.975 -1.047 2.477
C 1.615 -1.295 2.470
C 0.967 -1.327 1.252
Br -0.911 -1.594 1.234
C 1.546 -1.164 0.013
O 0.821 -1.178 -1.122
C 2.947 -0.978 0.000
C 3.590 -0.908 1.231
C 3.830 -0.897 -1.264
C 4.752 -2.129 -1.248
C 4.680 0.382 -1.213
C 3.067 -0.895 -2.592
H 3.539 -0.834 5.892
H 2.397 -1.936 5.133
H 2.173 -0.174 4.992
H 5.188 0.367 4.715
H 4.014 1.197 3.688
H 5.376 0.327 2.966
H 5.274 -2.190 4.748
H 5.433 -2.194 2.987
H 4.138 -3.119 3.762
H 1.064 -1.463 3.386
H 4.659 -0.744 1.218
H 5.410 -2.131 -0.379
H 5.371 -2.134 -2.146
H 4.163 -3.048 -1.230
H 5.375 0.390 -0.374
H 4.046 1.269 -1.141
H 5.270 0.461 -2.127
H 2.515 -1.823 -2.740
H 3.783 -0.796 -3.410
H 2.364 -0.065 -2.655
C -6.337 -1.374 -2.990
C -5.062 -1.225 -3.727
N -4.913 -0.970 -4.981
N -3.563 -0.841 -5.173
C -2.874 -1.008 -4.054
S -1.222 -0.799 -3.774
N -3.800 -1.278 -3.128
N -3.453 -1.561 -1.814
H -7.164 -1.288 -3.690
H -6.427 -0.581 -2.245
H -6.403 -2.337 -2.480
H -3.202 -0.646 -6.096
H -3.720 -0.786 -1.206
H -3.900 -2.422 -1.511
C -3.389 2.661 2.101
N -3.029 1.528 1.248
C -3.937 0.399 1.353
P -2.019 1.745 -0.037
O -1.978 0.472 -0.866
N -2.465 2.979 -1.021
C -3.039 2.762 -2.344
C -2.488 4.374 -0.584
N -0.632 2.279 0.645
C -0.176 1.882 1.977
C 0.430 2.825 -0.202
H -3.507 2.314 3.129
H -4.334 3.114 1.789
H -2.604 3.411 2.083
H -3.988 0.065 2.392
H -3.560 -0.433 0.761
H -4.956 0.656 1.041
H -2.988 1.707 -2.601
H -2.476 3.328 -3.090
H -4.079 3.098 -2.386
H -1.845 4.514 0.281
H -3.500 4.700 -0.331
H -2.123 5.009 -1.392
H -0.955 1.327 2.490
H 0.071 2.769 2.564
H 0.718 1.258 1.909
H 0.033 3.104 -1.175
H 1.231 2.094 -0.347
H 0.858 3.711 0.268
Cl 0.021 -3.721 -2.725
C -1.088 -3.632 -1.370
H -0.588 -4.015 -0.488
H -2.002 -4.154 -1.631
```

## Properties
ΔE to the lowest compared entry with this formula, charge and spin	36.67	kcal per mole
<S²>	0.76
charge	+2
LUMO (alpha / beta)	-7.4 / -7.8	eV
2S+1	2

---

# 2
A structure of composition C24H46Cl3IrN2O4Si in a non-equilibrium geometry. Source: OMol25; level of theory: ωB97M-V/def2-TZVPD.

```
81
C24H46Cl3IrN2O4Si ωB97M-V/def2-TZVPD
C -0.819 5.982 0.222
C -0.880 4.715 1.048
H -1.814 6.447 0.220
H -0.447 5.819 -0.790
H -0.147 6.700 0.709
C -1.381 4.850 2.341
C -1.817 6.116 2.978
H -1.321 4.029 3.040
H -2.768 6.552 2.619
H -1.076 6.939 2.965
H -1.956 5.845 4.036
Ir -0.213 -1.058 -2.000
Cl 1.982 -0.268 -1.703
Cl -2.180 -1.872 -2.928
H 0.834 -6.549 -3.409
H 3.089 -6.112 -3.921
C 0.481 -5.517 -3.358
C 2.773 -5.114 -4.250
N 1.658 -4.657 -3.432
H -0.064 -5.340 -2.426
C 1.547 -3.385 -3.027
O 0.466 -3.000 -2.487
H 3.588 -4.394 -4.136
H 2.421 -2.728 -3.155
H -0.191 -5.322 -4.207
H 2.488 -5.185 -5.313
H -4.265 -1.066 -0.502
H -3.255 0.444 1.504
C -3.752 -1.936 -0.070
C -3.121 -0.576 1.894
N -2.708 -1.492 0.837
H -3.273 -2.546 -0.840
C -1.422 -1.847 0.754
O -0.802 -2.286 -0.264
H -2.370 -0.576 2.690
H -0.839 -1.736 1.690
H -4.489 -2.508 0.507
H -4.074 -0.893 2.317
O -1.070 3.452 0.168
C 0.180 3.575 0.763
C -0.412 1.970 2.620
C 0.542 2.578 1.785
H -1.464 2.191 2.462
C -0.016 1.188 3.707
H 0.994 3.925 0.113
C 1.899 2.224 1.960
H -0.765 0.763 4.383
C 1.342 0.952 3.940
C 2.293 1.446 3.043
H 2.630 2.598 1.241
H 1.659 0.337 4.785
H 3.347 1.223 3.209
Si -0.946 1.641 -2.802
Cl -0.950 0.621 -0.710
C -2.721 1.652 -3.322
C 0.015 0.363 -3.874
C -0.099 3.253 -2.655
H -3.394 1.379 -2.500
H -2.902 0.967 -4.161
H -2.956 2.669 -3.665
H -0.771 3.970 -2.164
H 0.135 3.587 -3.679
H 0.822 3.148 -2.070
H -0.003 -0.762 -3.821
H 1.045 0.652 -4.105
H -0.612 0.478 -4.769
C 0.978 -4.068 1.951
C 1.154 -2.850 2.832
O 1.379 -1.624 2.108
C 2.522 -1.679 1.247
C 3.825 -1.508 1.977
H 0.512 -3.829 0.988
H 0.347 -4.784 2.487
H 1.942 -4.560 1.774
H 0.245 -2.654 3.413
H 1.998 -3.015 3.522
H 2.517 -2.635 0.698
H 2.380 -0.878 0.511
H 4.041 -2.396 2.579
H 4.637 -1.403 1.251
H 3.817 -0.628 2.626
```

## Properties
ΔE to the lowest compared entry with this formula, charge and spin	71.42	kcal per mole
<S²>	6.02
charge	0
LUMO (alpha / beta)	0.6 / 0.0	eV
2S+1	5

---

# 3
A structure of composition C24H46Cl3MgN2O4Si in a non-equilibrium geometry. Source: OMol25; level of theory: ωB97M-V/def2-TZVPD.

```
81
C24H46Cl3MgN2O4Si ωB97M-V/def2-TZVPD
C 0.345 4.440 -0.309
C -0.905 3.797 0.213
H 0.242 5.506 -0.543
H 0.640 3.887 -1.221
H 1.169 4.312 0.407
C -2.154 4.287 0.051
C -2.481 5.525 -0.691
H -2.993 3.677 0.374
H -1.784 5.704 -1.516
H -2.467 6.397 -0.031
H -3.488 5.443 -1.109
Mg 0.592 -1.006 -0.019
Cl 1.719 0.207 1.740
Cl 2.764 -2.125 -2.479
H 2.574 -5.963 0.237
H 4.730 -4.939 1.620
C 2.604 -5.021 -0.315
C 4.603 -4.097 0.928
N 3.208 -3.987 0.521
H 1.591 -4.686 -0.549
C 2.488 -2.901 0.750
O 1.320 -2.790 0.288
H 4.876 -3.167 1.437
H 2.920 -2.080 1.339
H 3.174 -5.132 -1.243
H 5.251 -4.243 0.055
H -1.010 1.912 -2.701
H -3.759 1.761 -1.699
C -1.391 1.016 -3.212
C -3.700 0.871 -2.344
N -2.354 0.319 -2.369
H -0.554 0.358 -3.450
C -2.019 -0.690 -1.555
O -0.851 -1.134 -1.411
H -4.399 0.116 -1.973
H -2.869 -1.139 -1.011
H -1.921 1.326 -4.118
H -3.974 1.164 -3.361
O -0.553 1.895 -0.554
C -0.706 2.348 0.681
C -2.905 1.101 1.104
C -1.825 1.830 1.595
H -2.854 0.731 0.075
C -4.059 0.937 1.875
H 0.245 2.245 1.227
C -1.817 2.205 2.940
H -4.930 0.430 1.441
C -4.098 1.435 3.183
C -2.961 2.049 3.726
H -0.921 2.678 3.342
H -5.016 1.347 3.776
H -2.973 2.412 4.759
Si 3.413 -0.033 -2.345
Cl 1.489 0.649 -1.428
C 3.532 -0.102 -4.281
C 4.653 -0.409 -0.946
C 4.166 1.789 -2.522
H 2.534 -0.243 -4.717
H 4.156 -0.954 -4.585
H 3.968 0.798 -4.733
H 3.554 2.409 -3.194
H 5.174 1.692 -2.962
H 4.252 2.293 -1.549
H 4.147 -0.449 0.025
H 5.417 0.372 -0.874
H 5.167 -1.362 -1.111
C -2.043 -1.460 3.674
C -0.792 -1.457 2.837
O -1.032 -1.568 1.410
C -1.756 -2.777 1.065
C -1.213 -4.030 1.702
H -2.899 -0.996 3.170
H -1.852 -0.892 4.592
H -2.307 -2.482 3.969
H -0.223 -0.527 2.935
H -0.120 -2.277 3.122
H -2.812 -2.620 1.327
H -1.684 -2.851 -0.024
H -1.421 -4.069 2.776
H -1.698 -4.892 1.234
H -0.135 -4.120 1.535
```

## Properties
ΔE to the lowest compared entry with this formula, charge and spin	83.74	kcal per mole
charge	-1
LUMO	2.2	eV
2S+1	1